ORCA calculation (ωB97M-V/def2-TZVPD) on one molecule with the formula C4H7NO2 at a distorted geometry.

Its HOMO energy is -9.3 eV. The total charge is 0. As for the multiplicity: 1. The value obtained for the largest force on an atom is 0.10509 hartree/bohr. The calculation puts the energy above the lowest of the compared OMol25 structures with the same formula, charge and spin at 667.87 kJ/mol.

Geometry (Å):
C 0.262393 -1.440430 0.021856
N -1.085014 -1.486586 0.011800
O -1.430008 -0.374296 -0.949637
C -1.505114 0.680983 -0.088555
C 0.125064 1.122630 0.300622
O 0.882751 0.719805 -0.724900
C 1.342738 -0.525936 -0.480870
H 0.649639 -1.941414 0.933944
H -2.056588 0.367544 0.877118
H -1.619378 1.797851 -0.682167
H 0.166633 2.172476 0.226010
H 0.511526 0.771993 1.366596
H 1.755904 -1.249782 -1.385054
H 1.999458 -0.614843 0.573234

Force components x, y, z for each atom (eV/Å):
C -4.3 -1.1 3.0
N 4.8 1.6 -1.8
O -0.6 -1.4 0.2
C 2.7 3.9 0.9
C -2.9 -0.5 2.9
O 2.4 -0.4 -2.2
C 0.9 -4.2 0.7
H -0.4 -1.0 -1.0
H 0.4 1.3 -1.6
H -1.2 -3.6 1.5
H -0.2 1.4 0.6
H -0.7 0.5 -2.0
H -0.2 2.7 1.9
H -0.6 0.8 -3.1

***

ORCA calculation (ωB97M-V/def2-TZVPD) on one molecule with the formula C4H7NO2.

Its HOMO energy is -9.7 eV. The total charge is 0. As for the multiplicity: 1. The value obtained for the largest force on an atom is 0.01003 hartree/bohr. The calculation puts the energy above the lowest of the compared OMol25 structures with the same formula, charge and spin at 374.30 kJ/mol.

Geometry (Å):
C -1.344081 -1.208065 -0.126668
C -0.386322 -0.056212 -0.149380
N -0.611338 1.099275 0.345959
O -1.862997 1.268060 0.894355
C 0.993579 -0.024398 -0.760086
C 2.023995 0.402017 0.178846
O 2.022792 -0.916128 -0.363206
H -2.202243 -0.998772 -0.777112
H -0.854233 -2.130853 -0.445943
H -1.732026 -1.333315 0.891612
H -1.804806 2.198194 1.154190
H 1.049264 0.241341 -1.816907
H 2.830456 1.085668 -0.088059
H 1.713669 0.399886 1.222805

Force components x, y, z for each atom (eV/Å):
C 0.1 0.0 0.0
C 0.0 0.4 0.1
N 0.3 -0.3 -0.3
O -0.3 0.2 0.1
C -0.1 0.2 -0.1
C 0.3 0.1 0.2
O -0.2 -0.4 0.1
H 0.1 -0.1 0.1
H -0.1 0.2 0.0
H 0.1 0.0 -0.2
H -0.3 -0.3 0.1
H 0.0 0.1 0.2
H -0.1 -0.4 -0.1
H 0.2 0.3 -0.2

***

ORCA calculation (ωB97M-V/def2-TZVPD) on one molecule with the formula C4H7NO2 at a distorted geometry.

Its HOMO energy is -9.4 eV. The total charge is 0. As for the multiplicity: 1. The value obtained for the largest force on an atom is 0.07339 hartree/bohr. The calculation puts the energy above the lowest of the compared OMol25 structures with the same formula, charge and spin at 339.44 kJ/mol.

Geometry (Å):
O 2.109361 1.375315 -0.888783
C 1.924819 0.271515 -0.427792
N 0.911537 -0.052094 0.416697
C -0.079941 -1.270570 0.136064
C -1.231970 -0.253777 0.158354
O -1.607626 0.024319 -1.180535
C -0.245000 0.780893 0.711018
H 2.593884 -0.595740 -0.620290
H 0.523843 -1.495486 1.017819
H 0.009269 -1.757156 -0.844809
H -2.120060 -0.466171 0.763671
H -2.228855 0.769150 -1.167287
H -0.375920 0.968403 1.782367
H -0.183340 1.701399 0.143500

Force components x, y, z for each atom (eV/Å):
O 0.4 0.0 0.2
C -0.1 0.4 -0.4
N -0.3 0.5 -1.2
C 1.7 1.3 -0.1
C 0.1 0.1 0.6
O -0.1 -0.1 0.1
C -0.1 0.7 -0.1
H -0.2 0.2 -0.2
H -2.2 -3.0 0.6
H 0.4 -0.2 0.6
H 0.2 -0.1 0.0
H 0.3 -0.3 0.0
H 0.2 0.1 -0.2
H -0.3 0.4 0.0

***

ORCA calculation (ωB97M-V/def2-TZVPD) on one molecule with the formula C4H7NO2 at a distorted geometry.

Its HOMO energy is -9.5 eV. The total charge is 0. As for the multiplicity: 1. The value obtained for the largest force on an atom is 0.08227 hartree/bohr. The calculation puts the energy above the lowest of the compared OMol25 structures with the same formula, charge and spin at 251.34 kJ/mol.

Geometry (Å):
O 1.241251 0.958582 0.656045
C 0.679677 -0.537966 0.423569
C 0.527715 -0.635558 -1.049717
N -0.430040 0.364169 -1.484383
C -0.991974 1.051173 -0.566311
O -1.326867 0.710605 0.699255
C -0.639481 -0.464961 1.132653
H 1.241561 1.635055 -0.056839
H 1.443673 -1.140596 0.924192
H 0.154143 -1.616668 -1.343430
H 1.496693 -0.497597 -1.554240
H -1.599585 1.889270 -0.880609
H -1.254838 -1.335075 0.886119
H -0.541928 -0.380433 2.213697

Force components x, y, z for each atom (eV/Å):
O 0.4 -1.7 0.7
C 1.8 3.8 0.4
C -0.4 -0.9 -0.3
N 0.8 1.3 0.6
C -2.3 -1.0 -1.4
O 0.7 0.0 -0.3
C -0.4 0.0 0.2
H -0.3 -1.5 0.1
H -0.3 0.0 -0.3
H 0.1 -0.2 0.0
H -0.4 0.1 0.1
H 0.1 0.4 0.1
H 0.0 -0.1 0.0
H 0.1 0.0 -0.1